{
  "formula": "C40H80CdF3O23",
  "method": "ωB97M-V/def2-TZVPD",
  "elements": ["Cd", "C", "O", "O", "C", "F", "F", "F", "C", "C", "H", "H", "H", "H", "H", "H", "C", "O", "C", "C", "O", "C", "C", "O", "C", "H", "H", "H", "H", "H", "H", "H", "H", "H", "H", "H", "H", "H", "H", "C", "O", "C", "C", "O", "C", "C", "O", "C", "H", "H", "H", "H", "H", "H", "H", "H", "H", "H", "H", "H", "H", "H", "C", "O", "C", "C", "O", "C", "C", "O", "C", "H", "H", "H", "H", "H", "H", "H", "H", "H", "H", "H", "H", "H", "H", "C", "O", "C", "C", "O", "C", "C", "O", "C", "H", "H", "H", "H", "H", "H", "H", "H", "H", "H", "H", "H", "H", "H", "C", "C", "C", "O", "C", "O", "O", "H", "H", "H", "H", "H", "H", "C", "C", "C", "O", "C", "O", "O", "H", "H", "H", "H", "H", "H", "C", "C", "C", "O", "C", "O", "O", "H", "H", "H", "H", "H", "H"],
  "coordinates": [[2.837, -3.283, -1.663], [0.252, -1.858, -0.042], [-0.379, -1.038, -1.024], [1.169, -2.586, -0.690], [0.702, -0.978, 1.131], [-0.275, -0.272, 1.665], [1.483, -1.652, 2.058], [1.667, -0.141, 0.626], [-1.778, -0.823, -0.834], [-2.196, 0.442, -1.536], [-3.291, 0.454, -1.581], [-1.923, 1.339, -0.983], [-1.923, 0.401, -2.591], [-2.054, -0.770, 0.222], [-2.371, -1.654, -1.232], [-0.510, -2.545, 0.364], [5.004, 5.890, -3.482], [3.601, 5.783, -3.461], [2.920, 6.810, -2.760], [1.483, 6.964, -3.164], [0.544, 6.009, -2.728], [-0.004, 6.274, -1.425], [-0.903, 5.129, -1.072], [-1.743, 5.420, 0.015], [-2.638, 4.368, 0.318], [5.376, 6.853, -3.116], [5.431, 5.806, -4.483], [5.382, 5.091, -2.836], [3.393, 7.769, -2.997], [2.976, 6.678, -1.672], [1.450, 7.264, -4.214], [1.172, 7.891, -2.659], [-0.560, 7.204, -1.560], [0.844, 6.323, -0.739], [-0.304, 4.217, -0.951], [-1.558, 4.852, -1.913], [-2.453, 3.442, -0.227], [-3.643, 4.756, 0.119], [-2.622, 4.169, 1.393], [3.818, -4.505, 1.383], [3.684, -3.430, 0.427], [4.800, -2.506, 0.470], [4.551, -1.294, -0.367], [4.341, -1.829, -1.651], [3.896, -0.844, -2.667], [3.526, -1.782, -3.824], [2.405, -2.727, -3.536], [1.919, -3.287, -4.760], [2.887, -5.017, 1.581], [4.274, -4.140, 2.310], [4.693, -5.052, 1.012], [5.707, -2.996, 0.094], [5.035, -2.240, 1.503], [5.443, -0.674, -0.236], [3.692, -0.777, 0.073], [4.710, -0.194, -2.987], [3.118, -0.224, -2.215], [4.370, -2.455, -3.992], [3.326, -1.250, -4.753], [1.413, -2.569, -5.395], [1.325, -4.159, -4.475], [2.743, -3.838, -5.231], [5.358, 2.438, 0.028], [4.198, 2.244, -0.752], [3.537, 3.341, -1.337], [2.091, 2.945, -1.572], [2.005, 1.751, -2.334], [0.946, 1.634, -3.278], [1.363, 2.290, -4.587], [2.259, 1.517, -5.355], [3.617, 1.880, -5.384], [6.210, 2.311, -0.650], [5.498, 1.636, 0.757], [5.335, 3.402, 0.538], [3.906, 3.638, -2.323], [3.460, 4.194, -0.654], [1.533, 3.763, -2.038], [1.596, 2.731, -0.618], [0.048, 2.128, -2.891], [0.688, 0.576, -3.320], [1.805, 3.259, -4.321], [0.539, 2.607, -5.229], [4.167, 1.673, -4.459], [3.738, 2.941, -5.612], [4.164, 1.325, -6.146], [-4.050, -4.769, 6.596], [-4.366, -3.674, 5.755], [-5.169, -2.716, 6.403], [-4.595, -1.905, 7.602], [-3.490, -1.087, 7.255], [-3.783, 0.034, 6.465], [-3.389, -0.155, 5.017], [-3.751, 0.976, 4.250], [-3.369, 0.903, 2.914], [-4.984, -5.240, 6.915], [-3.469, -4.470, 7.475], [-3.369, -5.414, 6.043], [-6.105, -3.119, 6.812], [-5.459, -2.009, 5.626], [-4.194, -2.686, 8.246], [-5.424, -1.325, 8.006], [-3.290, 0.909, 6.895], [-4.848, 0.293, 6.465], [-3.914, -1.053, 4.654], [-2.362, -0.461, 4.784], [-3.975, 0.156, 2.387], [-2.312, 0.870, 2.634], [-3.687, 1.817, 2.400], [2.297, 0.988, 3.993], [2.721, 2.422, 3.604], [2.052, 2.886, 2.311], [1.261, 3.997, 2.673], [1.355, 4.190, 4.054], [0.830, 5.040, 4.679], [2.244, 3.334, 4.570], [1.462, 0.633, 3.393], [2.195, 0.726, 5.045], [3.111, 0.301, 3.726], [3.808, 2.390, 3.538], [1.430, 2.066, 1.953], [2.886, 3.028, 1.621], [-1.430, -5.122, 1.346], [-1.289, -6.535, 1.874], [-2.424, -7.543, 1.713], [-1.766, -8.682, 1.115], [-0.484, -8.358, 0.795], [0.279, -9.034, 0.190], [-0.158, -7.109, 1.181], [-0.642, -4.466, 1.708], [-2.368, -4.713, 1.739], [-1.528, -5.118, 0.260], [-1.089, -6.368, 2.935], [-3.167, -7.298, 0.951], [-2.943, -7.725, 2.650], [-5.621, -0.748, -3.563], [-6.451, -1.901, -4.074], [-5.914, -3.257, -3.602], [-7.136, -3.976, -3.540], [-8.159, -3.126, -3.258], [-9.214, -3.408, -2.805], [-7.742, -1.852, -3.420], [-5.339, -0.820, -2.515], [-6.023, 0.258, -3.705], [-4.728, -0.663, -4.195], [-6.618, -1.875, -5.149], [-5.465, -3.204, -2.608], [-5.173, -3.665, -4.285]],
  "forces_ev_per_a": [[-1.69, -1.75, 3.00], [-1.35, -1.69, -1.19], [-0.40, 0.61, 0.69], [0.45, 0.26, 0.88], [3.42, -0.34, -1.33], [0.36, -0.19, 0.57], [-1.92, 0.06, -0.04], [-0.73, 0.90, 0.03], [-0.20, -0.01, 0.10], [-1.06, -0.33, -0.08], [-0.03, 0.01, 0.21], [0.48, 0.07, -0.39], [0.51, 0.40, 0.13], [0.20, 0.10, 0.06], [0.29, -0.25, -0.18], [-0.21, 0.16, 0.25], [0.36, 0.01, 0.51], [-0.58, 0.14, -0.45], [0.38, -0.10, 0.09], [-0.42, 1.61, 0.98], [0.20, -1.23, -0.77], [0.56, 0.26, -1.14], [-0.90, -1.04, -0.75], [0.90, -0.05, 0.24], [-0.67, 0.65, 0.54], [-0.23, -0.02, 0.22], [-0.38, -0.32, -0.12], [0.45, 0.15, -0.12], [0.03, 0.08, 0.08], [0.21, -0.19, 0.04], [-0.50, -0.97, -0.26], [0.25, 0.27, -0.08], [0.00, 0.14, 0.78], [-0.32, 0.46, 0.41], [0.09, 0.08, 0.60], [0.20, 0.44, -0.36], [0.09, 0.09, -0.12], [-0.06, -0.40, -0.25], [0.30, -0.08, -0.05], [2.20, 0.64, -0.12], [0.24, 0.63, 0.44], [0.68, -0.99, 0.70], [-0.13, -0.44, 1.91], [1.16, 2.54, -1.16], [-0.41, -1.42, 0.04], [-0.04, 0.04, -0.26], [0.41, 2.24, -2.36], [0.49, -2.12, 0.43], [-0.03, -0.12, -0.45], [-0.78, 0.48, 0.19], [-0.73, -1.09, -0.12], [-0.12, -0.27, -0.06], [-0.37, 0.11, 0.05], [-0.05, 0.14, -0.70], [-0.15, 0.19, -0.73], [0.17, -0.16, 0.10], [-0.25, -0.05, -0.31], [0.25, 0.23, -0.15], [-0.30, 0.15, 0.15], [0.03, 0.08, 0.10], [-0.76, 0.60, 0.03], [0.18, 0.79, -0.51], [0.28, 0.05, -0.95], [-0.41, -0.85, 0.40], [-1.05, -0.11, -0.17], [-0.60, -0.54, 0.29], [0.53, -0.50, -0.24], [0.01, 0.68, 0.28], [0.12, 0.81, 0.15], [0.18, -0.92, -0.25], [0.40, 0.47, 0.23], [0.30, 0.65, 0.23], [-0.60, 0.00, 0.13], [0.27, 0.05, -0.02], [0.60, 0.00, 0.26], [0.50, 0.20, -0.03], [0.28, 0.12, -0.20], [0.08, 0.11, 0.16], [-0.04, 0.16, -0.04], [0.19, -0.10, -0.37], [0.28, -0.06, 0.10], [-0.32, -0.58, 0.03], [-0.32, 0.09, 0.35], [-0.01, 0.11, 0.04], [-0.48, -0.15, -0.29], [0.33, 0.39, 0.04], [0.24, 0.21, 0.57], [-0.61, 1.28, 0.21], [0.77, -1.21, -1.82], [-0.03, -0.22, 0.23], [-0.02, 0.90, -0.09], [-0.10, -1.21, -1.15], [0.50, 0.29, 0.59], [-1.15, 0.75, -1.37], [0.20, -0.40, 0.00], [-0.21, 0.11, 0.06], [-0.43, -0.27, -0.15], [-0.01, -0.53, -0.21], [-0.10, -0.05, -0.07], [-0.13, 0.54, 0.76], [0.03, -0.03, 0.38], [0.22, -0.09, -0.02], [-0.09, -0.21, 0.09], [-0.35, 0.16, -0.11], [0.41, 0.53, 0.74], [0.46, -0.54, 0.04], [0.25, -0.62, 0.76], [-0.16, 0.23, 0.48], [0.98, -0.84, -0.61], [-0.80, -1.75, 0.77], [0.64, -1.14, 0.31], [0.12, 0.30, 0.75], [0.74, 0.34, -0.92], [-0.59, 0.11, -0.28], [0.37, -0.02, 0.37], [-0.34, 0.16, 0.42], [-0.42, 0.78, 0.14], [0.04, 0.12, -0.34], [0.04, 0.78, 0.24], [-0.17, 0.30, -0.34], [-0.59, 0.90, -0.54], [-1.43, -0.09, -0.10], [0.57, 1.39, 0.22], [0.07, 0.18, -1.46], [0.64, 0.02, 0.72], [0.05, -0.06, -0.33], [-0.13, -0.57, -0.06], [-0.94, -0.09, 0.93], [0.24, -0.18, -0.21], [0.04, 0.07, 0.01], [0.27, 0.11, -0.03], [0.46, -0.72, 0.06], [-0.07, 0.59, 0.25], [0.27, -0.58, 0.01], [0.68, 0.88, -0.93], [0.27, 0.80, 1.37], [-0.51, 1.01, -0.39], [-0.18, -1.20, -0.07], [0.38, 0.61, 0.96], [-0.19, -0.56, -0.38], [0.42, -0.21, -0.68], [-0.04, -0.32, 0.00], [-0.71, -0.30, 0.02], [0.28, -0.39, 0.31], [0.10, 0.01, -0.09], [-0.10, 0.10, 0.06], [-0.39, -0.41, -0.16]],
  "charge": 1,
  "fmax_ha_per_bohr": 0.075,
  "gap_ev": 7.0
}